The following is a quantum chemistry calculation of a single C4H8O3S molecule, from the Open Molecules 2025 dataset.

Geometry as XYZ:
```
16
Properties=species:S:1:pos:R:3:nbo_charge:R:1
C 1.33 -2.08 -0.21 -0.768
C 0.03 0.20 0.34 -0.556
C 0.17 1.69 0.37 -0.064
C -1.43 -0.10 0.02 0.787
H 2.23 -2.48 -0.83 0.237
H 0.51 -2.76 -0.25 0.224
H 1.72 -2.03 0.77 0.218
H 0.28 -0.17 1.40 0.255
H 0.41 2.02 -0.63 0.172
H -0.72 2.30 0.63 0.199
H 1.87 2.73 0.51 0.474
H -2.77 -1.18 0.32 0.501
O 1.33 2.03 1.18 -0.719
O -1.73 -1.32 0.44 -0.666
O -2.19 0.64 -0.56 -0.604
S 1.04 -0.47 -0.84 0.311
```

Properties
E_HOMO   -8.84 eV
Kohn-Sham gap   9.478 eV
Molecular weight   136.17 g/mol
DFT total energy   -781.0778 a.u.
Lowest unoccupied orbital energy   0.64 eV

---

The following is a quantum chemistry calculation of a molecular structure, C4H8O3Yb, from the Open Molecules 2025 dataset.

Geometry as XYZ:
```
16
Properties=species:S:1:pos:R:3:nbo_charge:R:1
C -1.57 2.21 -1.60 -0.153
C -0.73 2.20 -0.24 0.488
O 0.46 1.90 -0.39 -0.693
O -1.01 1.42 -2.55 -0.960
H -1.65 3.29 -1.88 0.226
H -2.59 1.90 -1.28 0.208
H -1.19 2.73 0.60 0.195
Yb 0.75 0.30 -2.02 2.440
O 0.62 -1.59 -0.52 -0.990
C 0.41 -1.77 0.78 -0.016
C 1.56 -2.28 1.60 -0.639
H -0.05 -0.71 1.17 0.081
H 1.77 -3.33 1.33 0.222
H 1.30 -2.23 2.67 0.229
H 2.46 -1.68 1.43 0.200
H -0.53 -2.36 0.90 0.163
```

Properties
E_HOMO (alpha / beta)   -12.18 / -12.18 eV
Kohn-Sham gap (alpha / beta)   6.119 / 5.236 eV
Molecular weight   277.14 g/mol
Expectation value of S²   0.75
Total charge   +1
DFT total energy   -1541.3083 a.u.
Spin multiplicity   2
Lowest unoccupied orbital energy (alpha / beta)   -6.06 / -6.95 eV

---

The following is a quantum chemistry calculation of 2 unconnected molecules or ions with the total composition C4H8O4, from the Open Molecules 2025 dataset.

Geometry as XYZ:
```
16
Properties=species:S:1:pos:R:3:nbo_charge:R:1
C -1.35 -3.06 0.56 0.323
C 1.80 1.23 -0.11 -0.623
C 0.35 1.68 -0.36 -0.001
C -0.53 0.49 0.00 0.780
O -1.22 -2.33 1.50 -0.544
O 0.14 2.05 -1.69 -0.706
O -0.95 -0.28 -0.83 -0.641
O -0.72 0.36 1.30 -0.684
H -1.98 -2.81 -0.30 0.131
H 2.03 0.36 -0.71 0.209
H 1.94 1.00 0.94 0.219
H 2.47 2.04 -0.40 0.223
H 0.11 2.53 0.27 0.196
H -0.11 1.26 -2.18 0.485
H -0.83 -4.03 0.50 0.112
H -1.16 -0.49 1.52 0.522
```

Properties
E_HOMO   -10.33 eV
Kohn-Sham gap   10.754 eV
Molecular weight   120.10 g/mol
DFT total energy   -458.1685 a.u.
Lowest unoccupied orbital energy   0.43 eV

---

The following is a quantum chemistry calculation of 2 unconnected molecules or ions with the total composition C4H8O4, from the Open Molecules 2025 dataset.

Geometry as XYZ:
```
16
Properties=species:S:1:pos:R:3:nbo_charge:R:1
C -1.05 -1.70 -0.38 -0.167
C -0.01 -1.75 0.70 0.446
O -0.41 -1.53 -1.59 -0.734
O 1.15 -1.66 0.33 -0.584
H 0.63 -1.55 -1.26 0.486
H -1.83 -0.97 -0.17 0.211
H -1.40 -2.77 -0.23 0.176
H -0.33 -1.87 1.74 0.155
C 0.97 1.40 -0.61 -0.745
C 0.06 1.64 0.56 0.812
O -0.14 2.94 0.79 -0.678
O -0.44 0.78 1.24 -0.629
H -0.73 3.05 1.56 0.496
H 1.76 0.72 -0.32 0.256
H 1.39 2.34 -0.96 0.233
H 0.39 0.93 -1.41 0.264
```

Properties
E_HOMO   -10.18 eV
Kohn-Sham gap   10.826 eV
Molecular weight   120.10 g/mol
DFT total energy   -458.1602 a.u.
Lowest unoccupied orbital energy   0.65 eV

---

The following is a quantum chemistry calculation of 2 unconnected molecules or ions with the total composition C4H8O4, from the Open Molecules 2025 dataset.

Geometry as XYZ:
```
16
Properties=species:S:1:pos:R:3:nbo_charge:R:1
C 2.05 0.08 -0.19 0.776
C 3.40 -0.54 0.20 -0.758
C -2.18 -0.22 -0.01 0.771
C -1.40 -0.37 1.17 -0.719
H 1.08 1.42 -0.50 0.495
H 3.39 -1.57 0.41 0.244
H 4.45 -0.60 -0.46 0.262
H 3.87 -0.03 1.16 0.253
H -3.36 1.22 -0.81 0.509
H -0.60 -1.05 1.10 0.270
H -1.01 0.69 1.39 0.232
H -2.36 -0.41 1.89 0.245
O 0.96 -0.54 -0.24 -0.614
O 1.99 1.43 -0.26 -0.654
O -2.10 -0.94 -1.01 -0.600
O -2.94 0.87 0.10 -0.712
```

Properties
E_HOMO   -9.94 eV
Kohn-Sham gap   10.462 eV
Molecular weight   120.10 g/mol
DFT total energy   -458.1307 a.u.
Lowest unoccupied orbital energy   0.52 eV

---

The following is a quantum chemistry calculation of a single C4H8O4S2 molecule, from the Open Molecules 2025 dataset.

Geometry as XYZ:
```
18
Properties=species:S:1:pos:R:3:nbo_charge:R:1
C -0.17 -0.31 1.82 0.067
C -1.43 -0.07 0.96 -0.570
C 1.47 -0.42 -0.19 -0.694
C 1.15 0.19 1.17 0.063
H 0.00 1.28 2.87 0.487
H -0.07 -1.38 2.02 0.185
H -2.30 -0.37 1.51 0.251
H -1.54 1.00 0.75 0.237
H 1.57 -1.51 -0.16 0.259
H 2.43 0.03 -0.62 0.268
H 1.93 -0.13 1.85 0.205
H 0.69 1.92 0.36 0.505
O -0.32 0.36 3.04 -0.708
O 0.00 1.37 -1.39 -0.955
O 0.52 -0.76 -2.67 -0.899
O 1.17 1.59 1.15 -0.734
S -1.44 -1.02 -0.59 0.046
S 0.21 -0.08 -1.42 1.986
```

Properties
E_HOMO   -10.14 eV
Kohn-Sham gap   10.436 eV
Molecular weight   184.24 g/mol
DFT total energy   -1254.5389 a.u.
Lowest unoccupied orbital energy   0.30 eV

---

The following is a quantum chemistry calculation of a gas-phase ion, C4H8O6P2 (charge -2), from the Open Molecules 2025 dataset.

Geometry as XYZ:
```
20
Properties=species:S:1:pos:R:3:nbo_charge:R:1
C 0.53 -0.59 -1.00 -0.429
C 1.68 -0.26 -0.02 -0.505
C -0.31 -1.58 -0.29 -0.787
C 2.37 0.98 -0.68 0.795
O -2.86 -0.79 0.14 -1.222
O -0.67 2.00 0.11 -1.134
O -1.69 -1.73 2.13 -1.206
O -2.76 1.61 1.38 -1.044
O 3.42 0.78 -1.24 -0.736
O 1.74 2.12 -0.61 -0.817
P -1.57 -0.90 0.87 1.844
P -1.14 1.32 1.47 0.961
H -0.16 0.25 -1.15 0.243
H 1.07 -0.87 -1.80 0.187
H 1.28 0.12 0.93 0.208
H 2.33 -1.18 0.12 0.188
H -1.02 -2.21 -0.96 0.214
H 0.52 -2.22 0.18 0.197
H -3.12 1.03 0.68 0.511
H 0.36 2.12 -0.25 0.534
```

Properties
E_HOMO   -0.31 eV
Kohn-Sham gap   6.600 eV
Molecular weight   214.05 g/mol
Total charge   -2
DFT total energy   -1291.5085 a.u.
Lowest unoccupied orbital energy   6.29 eV

---

The following is a quantum chemistry calculation of 2 unconnected molecules or ions with the total composition C4H8O8S2, from the Open Molecules 2025 dataset.

Geometry as XYZ:
```
22
Properties=species:S:1:pos:R:3:nbo_charge:R:1
C -1.55 -3.03 -3.09 -0.089
C -2.17 -2.94 -4.46 -0.105
O -2.24 -4.27 -4.95 -0.687
S -0.95 -5.23 -4.39 2.472
O 0.19 -4.91 -5.25 -0.874
O -1.38 -6.60 -4.22 -0.829
O -0.93 -4.29 -3.04 -0.690
H -2.32 -3.14 -2.33 0.192
H -0.85 -2.25 -2.79 0.211
H -1.51 -2.39 -5.12 0.184
H -3.16 -2.49 -4.59 0.216
C 1.31 4.85 4.09 -0.104
C 1.23 3.78 5.09 -0.104
O 1.91 2.73 4.60 -0.668
S 2.14 2.75 3.01 2.475
O 0.95 2.25 2.27 -0.872
O 3.47 2.28 2.67 -0.843
O 2.12 4.39 3.07 -0.668
H 1.73 5.79 4.46 0.201
H 0.36 5.18 3.68 0.191
H 0.19 3.44 5.19 0.185
H 1.47 4.10 6.10 0.207
```

Properties
E_HOMO   -10.99 eV
Kohn-Sham gap   11.573 eV
Molecular weight   248.23 g/mol
DFT total energy   -1555.4036 a.u.
Lowest unoccupied orbital energy   0.59 eV

---

The following is a quantum chemistry calculation of a single C4H8OP2 molecule, from the Open Molecules 2025 dataset.

Geometry as XYZ:
```
15
Properties=species:S:1:pos:R:3:nbo_charge:R:1
C -0.05 -2.90 -0.76 -1.069
C -0.98 0.02 -0.93 -0.474
C 0.91 1.33 0.01 -0.615
C -0.38 0.46 0.31 -0.483
O -0.66 -1.50 -3.21 -1.050
P 1.57 -2.00 -0.89 0.250
P -0.31 -1.31 -1.79 1.588
H -0.03 -3.76 -1.36 0.265
H -0.08 -3.13 0.30 0.255
H -1.48 0.69 -1.55 0.222
H 1.78 0.66 -0.35 0.227
H 1.06 2.04 0.96 0.230
H 0.76 1.92 -0.98 0.215
H -1.04 1.03 0.99 0.229
H -0.06 -0.44 0.84 0.211
```

Properties
E_HOMO (alpha / beta)   -8.33 / -8.76 eV
Kohn-Sham gap (alpha / beta)   6.834 / 7.397 eV
Molecular weight   134.06 g/mol
DFT total energy   -915.0204 a.u.
Lowest unoccupied orbital energy (alpha / beta)   -1.49 / -1.36 eV

---

The following is a quantum chemistry calculation of a single C4H8OS molecule, from the Open Molecules 2025 dataset.

Geometry as XYZ:
```
14
Properties=species:S:1:pos:R:3:nbo_charge:R:1
O -2.50 1.01 -0.95 -0.513
C -2.37 0.05 -0.25 0.451
C -1.04 -0.51 0.17 -0.513
C 0.14 0.47 0.07 -0.408
C 1.46 -0.28 0.21 -0.519
S 2.88 0.80 0.48 -0.043
H -3.24 -0.57 0.04 0.102
H -0.89 -1.39 -0.47 0.228
H -1.07 -0.85 1.21 0.219
H 0.15 0.99 -0.89 0.223
H 0.03 1.20 0.87 0.211
H 1.65 -0.83 -0.72 0.219
H 1.45 -1.00 1.02 0.215
H 3.33 0.93 -0.80 0.127
```

Properties
E_HOMO   -9.15 eV
Kohn-Sham gap   9.984 eV
Molecular weight   104.17 g/mol
DFT total energy   -630.6169 a.u.
Lowest unoccupied orbital energy   0.84 eV

---

The lowest molecular weight belongs to which entry? C4H8OS